The following is a DFT calculation (ωB97M-V/def2-TZVPD) of C27H39FN2NbO8S as an isolated structure.

XYZ file:
```
79
C27H39FN2NbO8S (ωB97M-V/def2-TZVPD)
Nb -0.652 -4.295 1.753
S -0.068 -2.256 3.102
F 1.528 -7.191 2.245
O -0.736 6.631 1.900
O -3.531 -6.425 3.107
O -1.907 0.963 1.764
O 2.995 -2.536 1.414
O 1.630 5.943 -5.206
O 2.473 7.859 -4.711
O -2.833 0.545 3.760
O 0.413 4.993 2.691
N 2.516 6.773 -5.253
N 0.095 5.751 1.799
C 1.681 4.557 0.355
C -4.937 -5.651 3.152
C -2.992 -1.416 -0.509
C 2.097 -3.028 0.761
C 3.731 6.431 -6.011
C 1.101 6.286 -1.751
C -2.509 -2.864 -0.546
C -3.296 -0.876 0.888
C -2.165 1.247 3.057
C -3.489 -5.379 2.312
C 2.029 5.266 -1.914
C 6.008 5.778 -7.394
C 5.919 7.004 -6.749
C 3.796 5.208 -6.650
C 0.458 6.447 -0.535
C -1.048 -2.990 -0.053
C -3.070 0.639 0.980
C -1.518 2.499 3.544
C 2.316 4.402 -0.866
C 0.429 -7.149 3.121
C 4.771 7.340 -6.050
C 1.525 -4.346 0.986
C -0.663 -8.056 2.590
C 0.020 -5.721 3.417
C -2.719 -4.160 2.695
C 0.764 5.581 0.498
C 4.948 4.883 -7.347
H -2.177 -0.819 -0.919
H -0.575 -2.596 4.293
H -1.124 -8.616 3.399
H -1.412 -7.536 2.006
H -3.843 -1.262 -1.175
H 3.034 3.605 -0.998
H -3.200 -3.533 -0.035
H -0.447 -3.388 -0.873
H -4.338 -1.070 1.133
H 2.965 4.520 -6.603
H -0.825 -5.795 4.109
H -1.146 -5.697 0.694
H -3.328 -3.349 2.297
H -2.884 1.044 -0.010
H 1.669 -2.425 -0.059
H -3.932 1.151 1.401
H -3.551 -5.615 1.247
H 5.018 3.930 -7.851
H -2.719 -4.185 3.780
H -2.114 2.906 4.351
H -0.192 -8.789 1.936
H 2.529 5.143 -2.865
H -1.396 3.227 2.753
H 0.785 -7.606 4.051
H -0.269 7.233 -0.394
H 6.745 7.700 -6.786
H -2.528 -3.158 -1.596
H 0.881 6.953 -2.572
H 0.830 -5.249 3.973
H 2.146 -4.821 1.738
H -5.407 -5.825 2.140
H 1.492 -4.904 0.049
H 4.689 8.290 -5.544
H -0.540 2.270 3.961
H -2.654 -1.321 1.641
H -0.623 -2.009 0.155
H 6.909 5.518 -7.934
H -5.466 -6.502 3.584
H 1.894 3.891 1.177
```

Values from the calculation:
- Gap between HOMO and LUMO: 5.1 eV
- Calculated total energy: -63082.2161 eV
- Charge: -1
- E_LUMO: 0.25 eV
- HOMO energy: -4.800 eV


The following is a DFT calculation (ωB97M-V/def2-TZVPD) of a 5-piece molecular cluster, C27H39FN2O13S overall.

XYZ file:
```
83
C27H39FN2O13S (ωB97M-V/def2-TZVPD)
S -6.523 -0.779 -1.723
F -5.348 -0.711 -2.721
O 8.594 0.059 2.271
O -7.464 -1.467 1.028
O -2.719 3.214 3.499
O -1.948 -0.283 -4.569
O 0.190 0.076 -3.980
O -2.615 1.493 -2.125
O -5.370 -0.928 1.647
O -2.745 1.155 2.606
O 8.937 0.740 0.167
O -7.576 -1.519 -2.314
O 3.558 1.856 0.870
O -6.752 0.545 -1.270
O 3.918 2.531 -1.238
N -5.748 -1.604 -0.542
N -2.223 -2.256 -0.152
C -2.986 -3.426 -0.608
C 9.383 0.360 1.208
C 9.406 -0.268 3.414
C -1.281 -0.095 -0.922
C 4.372 1.526 2.010
C -2.490 -1.007 -0.894
C -0.689 -0.690 -4.214
C 0.837 1.721 -0.916
C -3.331 2.134 2.965
C -4.396 -3.645 -0.028
C 4.355 2.152 -0.191
C -4.828 2.356 2.941
C 10.840 0.169 1.579
C 0.966 0.477 -0.348
C -4.954 3.865 3.123
C -2.816 -1.420 -4.710
C -1.409 1.141 -1.522
C 10.753 -0.690 2.840
C -5.560 -3.056 -0.819
C -6.313 -1.325 0.767
C -0.076 -0.424 -0.339
C -1.894 -2.608 -4.951
C -3.698 4.177 3.931
C 5.720 1.104 1.445
C -0.647 -2.205 -4.158
C 5.811 1.964 0.187
C -0.367 2.033 -1.517
H -5.273 1.804 3.771
H 5.695 0.050 1.168
H 11.577 -0.548 3.536
H -3.030 -3.418 -1.699
H 3.880 0.735 2.573
H 6.246 2.944 0.386
H -4.901 4.358 2.152
H -4.458 -3.364 1.023
H 11.378 -0.316 0.771
H -5.872 4.184 3.611
H -2.519 -2.083 0.804
H -2.331 -3.557 -4.646
H 0.014 -1.396 0.124
H 0.272 -2.575 -4.603
H -6.487 -3.565 -0.553
H -4.570 -4.723 -0.057
H -3.502 -1.239 -5.535
H -3.393 -1.528 -3.791
H -3.853 4.051 5.005
H 1.611 2.468 -0.918
H 8.918 -1.060 3.976
H -0.520 2.989 -2.000
H -5.068 -0.039 1.394
H 6.356 1.478 -0.615
H -2.580 1.174 -3.041
H 9.483 0.619 4.046
H -5.248 2.014 1.998
H 11.276 1.149 1.778
H -3.278 -0.440 -0.394
H -2.844 -1.230 -1.898
H 4.449 2.414 2.643
H -2.407 -4.305 -0.317
H -1.648 -2.676 -6.011
H -5.377 -3.166 -1.884
H -0.701 -2.510 -3.111
H 6.539 1.246 2.140
H 1.888 0.186 0.136
H -3.312 5.176 3.746
H 10.722 -1.744 2.564
```

Values from the calculation:
- Gap between HOMO and LUMO: 8.5 eV
- SMILES: O=C(O)N(CCCNCc1ccccc1O)S(=O)(=O)F.O=C1CCCO1.O=C1CCCO1.O=C1CCCO1.O=C1CCCO1
- Calculated total energy: -71782.2336 eV
- E_LUMO: 0.56 eV
- HOMO energy: -7.986 eV


The following is a DFT calculation (ωB97M-V/def2-TZVPD) of C27H39GdN6O8P2 as an isolated structure.

XYZ file:
```
83
C27H39GdN6O8P2 (ωB97M-V/def2-TZVPD)
Gd -0.891 0.809 -0.512
P -1.891 0.411 -3.157
P -3.418 1.840 -1.208
O -0.824 1.414 -2.781
O -4.843 2.524 -1.033
O -3.221 0.607 -0.374
O -2.286 2.816 -1.103
O -1.921 0.169 -4.737
O 3.209 -3.608 -1.444
O -1.870 -0.808 -2.317
O 0.457 -0.992 -0.760
N -3.210 2.667 -3.769
N -1.746 2.157 1.523
N -3.242 4.259 4.804
N 2.523 0.259 3.610
N 1.046 0.792 1.579
N 0.401 -3.860 -1.347
C -3.104 2.233 3.502
C 0.350 -0.123 2.499
C -2.791 3.587 3.718
C -1.513 3.461 1.695
C 3.245 -0.094 2.405
C -4.728 0.644 -3.435
C 1.387 2.017 2.311
C -1.996 4.207 2.739
C 2.630 -3.635 -0.241
C 2.316 0.160 1.163
C 1.052 -0.941 -1.918
C -3.467 1.375 -2.997
C 2.234 1.679 3.596
C 1.365 -1.816 -4.192
C 3.352 -3.663 0.950
C 2.705 -3.813 2.167
C 1.321 -3.920 2.221
C 1.231 -3.714 -0.180
C 1.942 -0.640 -4.602
C 1.298 -0.512 3.696
C 0.597 -3.865 1.045
C 4.632 -3.788 -1.507
C 0.982 -2.013 -2.853
C 2.126 0.385 -3.663
C -2.569 1.588 2.414
C 1.692 0.240 -2.367
C 0.406 -3.266 -2.506
H -3.012 5.223 4.951
H -4.862 -0.229 -2.794
H 4.929 -4.716 -1.019
H -2.975 2.470 -4.738
H 1.241 -2.639 -4.896
H -4.010 3.293 -3.736
H 3.532 -1.139 2.454
H 1.795 1.049 -1.669
H 3.175 2.227 3.595
H 1.936 2.672 1.635
H 5.153 -2.944 -1.053
H -0.267 -4.610 -1.255
H -0.897 3.932 0.940
H 2.807 0.829 0.458
H 2.597 1.313 -3.971
H 2.252 -0.503 -5.633
H 4.435 -3.613 0.920
H 2.085 -0.768 0.663
H 0.472 2.514 2.603
H 0.812 -0.293 4.645
H 3.293 -3.873 3.077
H 0.032 -1.000 1.937
H -2.412 3.128 -3.320
H -0.488 -3.956 1.064
H -4.657 0.297 -4.470
H 4.878 -3.835 -2.560
H -5.220 2.503 -0.132
H 0.815 -4.073 3.169
H -1.766 5.266 2.804
H -3.790 3.798 5.505
H -0.173 -3.790 -3.263
H 4.155 0.506 2.353
H -0.520 0.383 2.887
H -5.609 1.279 -3.322
H -2.822 0.553 2.234
H 1.546 -1.573 3.676
H -1.354 -0.563 -5.058
H 1.690 1.944 4.503
H -3.762 1.703 4.185
```

Values from the calculation:
- Gap between HOMO and LUMO (spin up / spin down): 6.9 / 6.9 eV
- Calculated total energy: -93357.1652 eV
- Charge: +2
- E_LUMO (spin up / spin down): -5.45 / -5.45 eV
- Spin multiplicity: 8
- HOMO energy (spin up / spin down): -12.311 / -12.313 eV


The following is a DFT calculation (ωB97M-V/def2-TZVPD) of C27H39N2RuSSi2Te as an isolated structure.

XYZ file:
```
73
C27H39N2RuSSi2Te (ωB97M-V/def2-TZVPD)
Te -1.138 0.747 0.538
Ru 1.555 0.476 0.175
S 1.660 -1.861 0.253
Si -3.078 -1.249 -1.484
Si -2.820 3.126 2.104
N -1.391 -0.610 -5.109
N 1.952 0.776 -2.103
C 4.085 1.003 1.215
C 2.109 -3.545 0.421
C -4.247 -1.102 -2.942
C -2.386 0.523 -1.193
C 3.283 0.590 2.290
C 2.965 1.289 -2.806
C 3.691 -0.561 3.154
C -1.556 2.839 0.666
C -3.960 -1.759 0.100
C 0.805 0.349 -4.160
C 1.498 -4.495 -0.389
C 2.131 1.336 2.588
C 1.806 2.480 1.846
C 0.899 0.304 -2.774
C 3.065 -3.963 1.346
C -3.200 4.963 2.111
C 2.778 -6.284 0.670
C 1.834 -5.865 -0.256
C -1.606 -2.373 -1.839
C -1.962 2.544 3.679
C 2.954 1.365 -4.188
C 2.609 2.874 0.772
C -0.394 -0.175 -4.742
C 1.856 0.898 -4.889
C 3.760 2.136 0.475
C -4.335 2.073 1.741
C 3.398 -5.337 1.459
H -4.706 -2.068 -3.160
H 4.131 -5.644 2.195
H 3.802 1.791 -4.706
H -1.849 0.911 -2.060
H 4.313 -1.263 2.603
H 0.098 -0.142 -2.201
H -1.176 3.233 3.997
H -1.892 -3.419 -1.700
H 1.810 0.952 -5.968
H -1.974 3.135 -0.295
H -3.218 1.200 -0.986
H -2.311 5.564 2.309
H -3.623 5.285 1.158
H -3.723 -0.767 -3.839
H -1.257 -2.263 -2.869
H 5.002 0.468 1.005
H -0.776 -2.160 -1.161
H 0.787 -4.174 -1.138
H -2.681 2.482 4.499
H -4.226 -2.817 0.077
H -5.062 2.170 2.549
H 0.973 3.094 2.159
H -4.079 1.013 1.655
H 1.358 -6.588 -0.907
H 4.434 2.480 -0.298
H -4.834 2.382 0.819
H 2.395 3.788 0.235
H 4.282 -0.186 3.993
H 3.536 -3.234 1.991
H -5.048 -0.393 -2.725
H 1.544 1.075 3.459
H 3.819 1.643 -2.245
H -1.524 1.550 3.557
H 3.022 -7.332 0.773
H 2.825 -1.078 3.564
H -3.932 5.183 2.891
H -4.885 -1.195 0.233
H -3.332 -1.594 0.980
H -0.644 3.407 0.832
```

Values from the calculation:
- Gap between HOMO and LUMO (spin up / spin down): 6.7 / 6.4 eV
- Calculated total energy: -68062.7230 eV
- Charge: +2
- E_LUMO (spin up / spin down): -7.30 / -7.87 eV
- Spin multiplicity: 2
- HOMO energy (spin up / spin down): -14.006 / -14.275 eV


The following is a DFT calculation (ωB97M-V/def2-TZVPD) of one molecule with the formula C27H39N3O4.

XYZ file:
```
73
C27H39N3O4 (ωB97M-V/def2-TZVPD)
O -2.209 0.178 2.727
O 3.435 -1.922 0.043
O -0.404 -1.434 -2.139
O 0.502 2.185 0.398
N -1.450 2.270 2.345
N 2.088 -0.537 -1.123
N -0.555 0.188 0.162
C 3.510 -4.608 -3.198
C -4.605 1.765 -0.406
C -2.113 2.035 -0.472
C -0.199 -3.463 -1.001
C 2.894 -1.920 -3.513
C 1.929 0.382 -0.024
C 3.344 -3.802 -2.088
C -1.248 2.601 3.742
C -0.521 -2.410 -3.154
C 3.067 -2.729 -4.622
C 3.018 -2.456 -2.235
C -0.561 5.003 3.333
C -4.399 0.519 0.443
C -0.829 -2.064 -0.940
C 2.873 -1.633 -1.000
C -1.587 4.074 3.979
C 0.542 0.978 0.190
C -3.058 -0.146 0.132
C 3.365 -4.074 -4.468
C -1.890 0.807 0.427
C 0.186 2.294 4.191
C -1.873 1.061 1.957
C 1.195 3.230 3.533
C -0.240 -3.780 -2.502
C -3.444 2.722 -0.178
C 0.844 4.684 3.833
C -0.423 -1.252 0.299
H 2.196 3.004 3.906
H -0.815 6.040 3.567
H 3.468 -4.197 -1.090
H 1.446 -0.458 -1.898
H 1.567 5.348 3.356
H 3.755 -5.653 -3.075
H 1.200 3.071 2.453
H -1.032 -1.577 1.148
H -1.941 1.963 4.304
H 0.704 -4.194 -2.848
H 2.586 1.250 -0.172
H 2.974 -2.309 -5.613
H -1.034 -4.485 -2.740
H 2.689 -0.868 -3.646
H 0.611 -1.488 0.543
H 0.417 1.255 3.948
H -2.584 4.285 3.587
H -1.921 -2.184 -0.983
H -3.037 -0.418 -0.924
H 0.238 2.405 5.276
H -2.987 -1.041 0.748
H 0.189 -2.157 -3.942
H -0.947 2.832 1.672
H -1.308 2.760 -0.380
H -1.605 4.253 5.056
H -3.543 3.597 -0.825
H 2.269 -0.121 0.892
H -0.752 -4.182 -0.402
H -4.648 1.486 -1.462
H 0.892 4.855 4.912
H -1.538 -2.384 -3.570
H -4.431 0.783 1.501
H -3.457 3.066 0.858
H -5.550 2.246 -0.147
H 3.495 -4.700 -5.338
H -5.199 -0.200 0.256
H -0.589 4.896 2.246
H 0.830 -3.426 -0.644
H -2.107 1.679 -1.506
```

Values from the calculation:
- Gap between HOMO and LUMO: 9.7 eV
- SMILES: O=C(NCC(=O)N(C[C@@H]1CCCO1)C1(C(=O)NC2CCCCC2)CCCCC1)c1ccccc1
- Calculated total energy: -41294.7719 eV
- E_LUMO: 0.62 eV
- HOMO energy: -9.052 eV


The following is a DFT calculation (ωB97M-V/def2-TZVPD) of a 3-piece molecular cluster, C27H40N4O5 overall.

XYZ file:
```
76
C27H40N4O5 (ωB97M-V/def2-TZVPD)
O 0.815 -1.527 -4.450
O 6.686 -1.204 -4.240
O -1.884 -2.903 -1.244
O 1.382 1.825 -0.994
O 0.466 1.972 4.624
N 0.610 0.178 -2.649
N -3.238 -3.059 -1.298
N 6.979 -3.415 -2.830
N 1.493 2.706 4.107
C 4.473 1.091 -1.791
C -3.299 -5.255 -2.576
C 1.888 3.715 5.138
C 0.058 4.404 2.908
C 2.850 -0.459 -3.418
C -2.678 -5.257 -0.154
C 0.935 4.930 5.202
C -3.879 -4.529 -3.785
C 0.560 5.501 3.839
C -5.253 -2.070 -2.402
C 0.401 2.127 1.897
C 6.863 -2.438 -3.531
C -4.980 -4.739 -0.750
C -3.526 -4.525 -1.232
C 3.098 0.605 -2.306
C 2.271 3.681 1.939
C 4.108 -1.056 -4.096
C -3.727 -2.322 -2.505
C 5.750 0.459 -2.468
C 5.530 -0.593 -3.598
C 1.605 0.974 -1.887
C 1.048 3.229 2.777
C 3.335 4.188 4.861
C -3.424 -3.075 -3.817
C 1.975 3.112 6.567
C -3.134 -0.893 -2.603
C 1.291 -0.716 -3.627
H -2.346 -3.049 -4.023
H 3.087 2.956 2.008
H 2.009 3.766 0.880
H 4.001 3.338 4.688
H -3.903 -2.568 -4.662
H 0.009 4.642 5.712
H -4.971 -4.594 -3.779
H -0.147 4.835 1.922
H 1.382 5.724 5.811
H -0.222 6.256 3.966
H 1.415 6.023 3.398
H -3.722 -6.264 -2.529
H 3.736 4.741 5.717
H 2.654 4.662 2.215
H -5.567 -1.283 -3.095
H -3.015 -6.290 -0.031
H -5.730 -4.525 -1.509
H -2.765 -4.764 0.820
H 0.994 2.845 6.969
H -2.053 -0.893 -2.757
H -3.552 -5.032 -4.700
H 0.181 -0.526 -2.015
H -5.195 -4.129 0.133
H 2.405 3.834 7.268
H -0.534 1.744 2.315
H 4.539 1.860 -0.957
H 3.420 4.871 4.017
H 3.982 -1.844 -4.915
H -5.148 -5.783 -0.468
H -5.531 -1.740 -1.396
H -2.224 -5.384 -2.745
H 2.609 2.220 6.584
H -5.860 -2.935 -2.663
H 6.818 0.761 -2.157
H 0.150 2.518 0.907
H 1.084 1.285 1.755
H -1.619 -5.310 -0.419
H -3.352 -0.315 -1.700
H -0.907 4.040 3.283
H -3.561 -0.352 -3.452
```

Values from the calculation:
- Gap between HOMO and LUMO (spin up / spin down): 7.4 / 8.0 eV
- Calculated total energy: -44835.4532 eV
- E_LUMO (spin up / spin down): -1.40 / -1.40 eV
- Spin multiplicity: 3
- HOMO energy (spin up / spin down): -8.778 / -9.393 eV


What did the fifth record say?
The following is a DFT calculation (ωB97M-V/def2-TZVPD) of one molecule with the formula C27H39N3O4.

XYZ file:
```
73
C27H39N3O4 (ωB97M-V/def2-TZVPD)
O -2.209 0.178 2.727
O 3.435 -1.922 0.043
O -0.404 -1.434 -2.139
O 0.502 2.185 0.398
N -1.450 2.270 2.345
N 2.088 -0.537 -1.123
N -0.555 0.188 0.162
C 3.510 -4.608 -3.198
C -4.605 1.765 -0.406
C -2.113 2.035 -0.472
C -0.199 -3.463 -1.001
C 2.894 -1.920 -3.513
C 1.929 0.382 -0.024
C 3.344 -3.802 -2.088
C -1.248 2.601 3.742
C -0.521 -2.410 -3.154
C 3.067 -2.729 -4.622
C 3.018 -2.456 -2.235
C -0.561 5.003 3.333
C -4.399 0.519 0.443
C -0.829 -2.064 -0.940
C 2.873 -1.633 -1.000
C -1.587 4.074 3.979
C 0.542 0.978 0.190
C -3.058 -0.146 0.132
C 3.365 -4.074 -4.468
C -1.890 0.807 0.427
C 0.186 2.294 4.191
C -1.873 1.061 1.957
C 1.195 3.230 3.533
C -0.240 -3.780 -2.502
C -3.444 2.722 -0.178
C 0.844 4.684 3.833
C -0.423 -1.252 0.299
H 2.196 3.004 3.906
H -0.815 6.040 3.567
H 3.468 -4.197 -1.090
H 1.446 -0.458 -1.898
H 1.567 5.348 3.356
H 3.755 -5.653 -3.075
H 1.200 3.071 2.453
H -1.032 -1.577 1.148
H -1.941 1.963 4.304
H 0.704 -4.194 -2.848
H 2.586 1.250 -0.172
H 2.974 -2.309 -5.613
H -1.034 -4.485 -2.740
H 2.689 -0.868 -3.646
H 0.611 -1.488 0.543
H 0.417 1.255 3.948
H -2.584 4.285 3.587
H -1.921 -2.184 -0.983
H -3.037 -0.418 -0.924
H 0.238 2.405 5.276
H -2.987 -1.041 0.748
H 0.189 -2.157 -3.942
H -0.947 2.832 1.672
H -1.308 2.760 -0.380
H -1.605 4.253 5.056
H -3.543 3.597 -0.825
H 2.269 -0.121 0.892
H -0.752 -4.182 -0.402
H -4.648 1.486 -1.462
H 0.892 4.855 4.912
H -1.538 -2.384 -3.570
H -4.431 0.783 1.501
H -3.457 3.066 0.858
H -5.550 2.246 -0.147
H 3.495 -4.700 -5.338
H -5.199 -0.200 0.256
H -0.589 4.896 2.246
H 0.830 -3.426 -0.644
H -2.107 1.679 -1.506
```

Values from the calculation:
- Gap between HOMO and LUMO: 9.7 eV
- SMILES: O=C(NCC(=O)N(C[C@@H]1CCCO1)C1(C(=O)NC2CCCCC2)CCCCC1)c1ccccc1
- Calculated total energy: -41294.7719 eV
- E_LUMO: 0.62 eV
- HOMO energy: -9.052 eV


- Which of these has the highest calculated total energy?
  C27H39N3O4


- What is the formula in the sixth record?
  C27H40N4O5


- What is the calculated total energy in the fourth record?
  -68062.7230 eV